No. 1
A 2-piece molecular cluster, C28H25BF3N3 overall. Source: OMol25; level of theory: ωB97M-V/def2-TZVPD.

Each line ends with the natural charge from an NBO analysis.
CARTESIAN COORDINATES (ANGSTROEM)
C -0.4046 1.6491 10.0777  -0.20
N 0.9656 -0.7105 2.1355  -0.35
C -2.5916 -1.2345 1.2406  -0.24
C 1.4310 0.4790 2.6679  0.03
C -2.3606 7.0325 4.1072  -0.23
F 3.3211 0.4652 1.2393  -0.55
C 0.3445 1.3141 2.9632  -0.41
H -2.8815 7.8306 4.6310  0.21
H -2.8786 6.1795 7.9164  0.22
H -4.3593 5.8681 6.9894  0.21
H -1.4417 1.9943 3.9065  0.26
C -0.4501 1.7027 7.2681  0.00
C -1.2634 0.0895 5.8453  0.14
H 2.1239 -1.6343 0.6412  0.22
H -0.4057 1.6660 11.1685  0.22
H -1.6071 -0.4824 4.9859  0.25
H -1.4758 -1.9258 8.4979  0.22
C 0.0050 2.7900 9.3662  -0.22
C -1.9116 7.1543 2.7828  -0.20
H 0.2910 3.7098 7.4071  0.23
C -1.2467 -1.5853 1.4030  -0.24
C -2.1102 4.1405 6.2386  0.08
C -0.7837 0.5367 8.0060  0.12
H -0.8823 6.2144 1.1310  0.23
H -4.0779 0.3226 1.4468  0.21
C -1.2129 6.1052 2.1623  -0.21
C -3.3198 6.2148 6.9142  -0.41
C 1.7450 -1.8283 1.6557  -0.41
C -0.0120 2.8233 7.9631  -0.21
F 3.3175 2.0271 2.9864  -0.55
C -0.9279 4.9125 2.8476  -0.21
H -3.2897 -1.9539 0.8212  0.21
C -2.0975 5.8352 4.7469  0.11
H 0.5228 2.3177 3.3422  0.22
H 0.3180 3.6779 9.9118  0.22
N -2.5319 5.4144 6.0036  -0.32
C -0.9592 2.3516 4.8201  0.07
C -1.3831 4.7707 4.1537  -0.01
C -3.0250 0.0579 1.5776  -0.24
H -2.0990 8.0733 2.2303  0.22
C -0.4066 -0.6391 1.9676  0.12
C -0.8183 0.6704 2.3580  -0.03
N -1.2869 -0.4093 7.1097  -0.31
C -0.8202 1.4248 5.8860  -0.21
H -1.1124 -0.4170 9.9023  0.22
C -0.7961 0.4896 9.3923  -0.23
H 2.5966 -2.0138 2.3167  0.24
H -3.3260 7.2446 6.5492  0.22
B 3.0531 0.7121 2.6081  1.15
H -1.4525 -2.4586 6.7854  0.23
H -2.9140 -1.7250 7.4690  0.22
C -1.8164 -1.7036 7.4876  -0.41
H -0.3704 4.0920 2.3983  0.24
H -0.8342 -2.5418 1.0912  0.22
C -2.1456 1.0339 2.0726  -0.28
H 1.1090 -2.7204 1.6150  0.19
H -2.4066 3.6132 7.1388  0.24
C -1.3827 3.6749 5.1129  -0.14
H -2.4841 2.0571 2.2525  0.20
F 3.6373 -0.2347 3.4688  -0.55

For the total energy, the calculation gives -1570.7945 Ha. For the max |F|, the calculation gives 3.9 eV Å⁻¹. For the energy above the lowest of the compared OMol25 structures with the same formula, charge and spin, the calculation gives 132.9 kJ/mol. The value obtained for the gap between HOMO and LUMO is 0.1925 Eh. The spin multiplicity is 1.

No. 2
A 9-piece molecular cluster, C28H25BrClF8O28P overall. Source: OMol25; level of theory: ωB97M-V/def2-TZVPD.

Each line ends with the Mulliken charge.
CARTESIAN COORDINATES (ANGSTROEM)
O 0.9121 3.8679 3.0360  -0.55
H -0.1811 1.9459 3.5205  0.23
C -0.4235 -1.0818 2.8143  0.54
O 0.5589 5.6271 1.6252  -0.25
C 1.9539 -3.3390 -2.1238  0.37
Br -0.0280 -6.3877 0.4722  -0.09
H 1.5678 -9.4251 4.6898  0.28
F 0.2567 -3.8447 6.8905  -0.27
F 2.4460 8.2879 -1.0654  -0.33
O 3.7457 -5.2985 0.1034  -0.49
P -1.2354 -3.5776 -1.8639  0.46
C -6.6619 1.5373 -9.0406  -0.43
H -2.2343 -1.8496 -6.6670  0.21
H 9.1891 6.5677 0.8850  0.27
O 0.1600 -5.0770 10.0740  -0.32
C -0.5757 5.9639 0.8595  0.34
H -6.8411 1.6331 -10.1167  0.27
O -6.6521 -1.7752 -8.2528  -0.53
F -8.9568 1.9709 -8.8603  -0.29
C 1.5779 5.6014 -2.8063  0.68
F 8.7941 5.5331 -1.7989  -0.27
O 2.9334 5.4251 -2.8624  -0.31
O 7.1862 6.1042 1.1593  -0.33
O -1.2110 4.5042 2.4717  -0.29
C -0.2235 -7.3295 5.1051  0.62
H -7.8488 1.6576 -7.2141  0.29
F -2.7129 1.2573 2.2773  -0.28
H -2.6140 5.3381 1.1920  0.30
H -4.1183 -3.2257 -6.0186  0.28
H 2.7808 -8.1538 4.9653  0.28
H 4.3970 6.2107 -1.6206  -0.19
H 8.7322 4.8735 0.5949  0.29
H -1.9958 -5.7567 -1.6200  0.30
O 2.2251 -2.0634 -2.4186  -0.48
C -1.8098 0.6112 3.0484  0.37
C 0.1526 4.6059 2.4307  0.63
C 2.4002 6.9534 -1.2770  0.41
C 0.8437 -3.8948 10.1546  0.58
C -1.7159 5.6113 1.7524  -0.43
C -0.4371 1.1456 2.8209  -0.22
H -0.5588 5.4117 -0.0862  0.31
O 1.2292 -3.3974 11.1995  -0.53
O -3.7961 -2.0229 -4.3599  -0.30
H 2.3669 6.4247 -0.3184  0.35
H -0.2889 1.5113 1.7993  0.18
O 6.7126 5.8514 -1.0366  -0.30
C 3.5072 6.5193 -2.1758  0.10
C -0.2134 -5.2308 8.7194  -0.25
O -8.1386 -0.0448 -8.3286  -0.29
O -2.2355 -4.9659 -2.1903  -0.46
F 1.3995 -8.4187 2.4254  -0.28
C 8.4114 5.9144 0.4804  -0.47
H -1.9694 6.4141 2.4529  0.27
F -0.5464 7.2935 0.6170  -0.32
O -2.9078 -0.2908 -5.5090  -0.28
Cl -1.8918 -2.6657 -0.0116  -0.12
H -1.2403 -4.8753 8.5835  0.29
H -2.1313 0.6307 4.0952  0.28
H -6.0905 2.4056 -8.7015  0.26
C 1.1202 -5.1405 -0.6138  0.08
C 1.7270 -8.3429 4.7435  -0.41
C -4.1695 -2.1767 -5.7144  -0.21
O 2.8328 -4.5509 -2.1807  -0.25
O 0.3741 0.0078 3.0335  -0.32
H -5.1964 -1.8212 -5.8504  0.14
O 5.0072 5.9854 0.4746  -0.51
O 1.2386 6.6612 -2.0200  -0.32
C -7.9182 1.3458 -8.2617  0.32
O 0.7714 4.8921 -3.3844  -0.57
H 1.7649 -6.6698 3.3440  0.32
H 8.1414 7.3235 -1.1630  0.30
C 1.2693 -7.6312 3.5165  0.24
H -0.1621 -6.2797 8.4153  0.17
C 6.2001 5.9782 0.2196  0.68
H 1.7218 -4.9036 7.7668  0.26
C -6.8975 -0.5955 -8.4424  0.66
O 1.0484 -3.3448 8.9248  -0.31
O -1.7214 -0.7238 2.6047  -0.23
O -5.9585 0.3376 -8.7878  -0.25
O 0.8923 -7.7958 5.7446  -0.30
O -2.7270 -0.3433 -3.2343  -0.53
O -0.0227 -2.2339 2.8134  -0.54
F -3.6994 -0.7907 -7.5433  -0.20
C 8.0579 6.2574 -0.9264  0.29
H 3.7937 7.2910 -2.8981  0.26
C 0.5903 -4.0486 -1.5185  0.18
C -3.1124 -0.8408 -4.2793  0.62
C 0.7882 -4.3851 8.0099  0.38
O -0.1046 -7.4207 3.7507  -0.22
C -3.1679 -1.3311 -6.4239  0.24
C 2.7662 -5.0476 -0.7678  0.50
O -1.2025 -6.8803 5.6775  -0.53

For the total energy, the calculation gives -7363.0968 Ha. For the max |F|, the calculation gives 9.9 eV Å⁻¹. The value obtained for the gap between HOMO and LUMO is 0.2807 Eh. As for the SMILES: O=C1OC(=O)C(P(O)Cl)=C1Br.O=C1OC[C@@H](F)O1.O=C1OC[C@@H](F)O1.O=C1OC[C@@H](F)O1.O=C1OC[C@@H](F)O1.O=C1OC[C@@H](F)O1.O=C1OC[C@@H](F)O1.O=C1OC[C@@H](F)O1.O=C1OC[C@@H](F)O1. The spin multiplicity is 1.

No. 3
C28H25BrGaNP as an isolated structure. Source: OMol25; level of theory: ωB97M-V/def2-TZVPD.

Each line ends with the natural charge from an NBO analysis.
CARTESIAN COORDINATES (ANGSTROEM)
Br 1.0657 -3.2807 -1.1715  -0.55
H -1.2886 -0.3812 3.9404  0.23
C 0.5646 1.8538 2.9655  -0.17
H 0.2240 -1.7773 -3.8420  0.25
H 1.1603 -0.8547 4.9619  0.23
H -2.7382 -4.3762 4.4910  0.20
H 0.3263 3.1940 6.1184  0.21
H 2.3860 -3.2692 1.3817  0.24
C 0.8883 0.5406 3.3256  -0.41
C -2.0719 -3.6746 3.9866  -0.21
H 1.0668 2.3529 -2.8342  0.22
H 5.7106 -3.5347 4.1292  0.21
C 2.0918 -0.8497 -2.9550  -0.55
H 0.2941 -3.5460 1.5300  0.23
H -2.2914 -2.2112 0.4952  0.19
C -0.3302 -3.2183 2.3556  -0.20
H 0.4783 2.1128 1.9087  0.26
H -3.1211 -0.1572 2.0333  0.18
C 0.7099 -0.9126 -3.4051  -0.34
H -0.7598 0.6963 -3.8171  0.23
H 0.8686 0.8291 6.7296  0.21
C 2.3367 0.5312 -2.5372  -0.37
C 0.4795 2.4531 5.3323  -0.23
C -1.7513 -0.6284 -0.9729  -0.40
H -2.5309 2.1394 0.7429  0.18
C 0.7772 1.1352 5.6885  -0.25
H 2.8267 -1.6323 -3.0282  0.27
C -0.2376 -1.8936 2.7954  -0.30
H -1.3980 1.5020 -1.5998  0.18
N 1.1255 -0.3509 0.6679  -1.57
C 0.9587 0.1871 4.6891  -0.18
C -2.6616 -0.0749 1.0585  -0.35
C 4.0708 -3.5444 2.7136  -0.22
C -1.1978 -1.4429 3.7184  -0.19
C -2.2672 -1.1595 0.2408  -0.34
H 4.3089 -4.5317 2.3094  0.21
C 0.3710 2.8010 3.9844  -0.17
H 0.1272 3.8272 3.7026  0.20
P 1.0819 -0.8120 2.1410  1.81
C -1.7804 0.7939 -0.8766  -0.33
H 4.9963 -1.3692 5.1600  0.20
H -1.4619 -1.2205 -1.8361  0.20
C 2.5803 -1.6348 2.7784  -0.30
C 4.8410 -3.0013 3.7438  -0.22
C 1.1542 1.2726 -2.8405  -0.28
C -1.2335 -4.0993 2.9558  -0.22
C 0.1844 0.3912 -3.3703  -0.24
C -2.3677 1.1348 0.3685  -0.36
H -1.2361 -5.1451 2.6386  0.21
C 2.9601 -2.8597 2.2140  -0.21
C -2.0194 -2.3384 4.3939  -0.22
H 3.2953 0.9270 -2.2521  0.24
Ga 1.3222 -0.9578 -1.0985  1.63
H -2.5767 -2.0024 5.2713  0.20
C 4.4807 -1.7588 4.2821  -0.22
C 3.4347 -1.0341 3.7153  -0.22
H 3.2433 -0.0116 4.0551  0.23

For the total energy, the calculation gives -5976.8845 Ha. For the max |F|, the calculation gives 3.6 eV Å⁻¹. As for the total charge: -1. For the energy above the lowest of the compared OMol25 structures with the same formula, charge and spin, the calculation gives 0.0 kJ/mol. The value obtained for the gap between HOMO and LUMO is 0.2030 Eh. The spin multiplicity is 1.

- What is the gap between HOMO and LUMO in the first record?
  0.1925 Eh

- max |F| of number 2 (C28H25BrClF8O28P)?
  9.9 eV Å⁻¹